# 1
116
Properties=species:S:1:pos:R:3 method="wB97M-V/def2-TZVPD" e_tot_ha=-6017.45655 orbital_gap_ev=6.742 total_charge=-1
V -0.1689 -0.1202 0.1707
C 0.8617 -4.7503 -1.5712
C 1.5477 -3.7545 -2.4937
C 2.3249 -4.4148 -3.6146
O 0.5590 -2.8817 -3.0366
C 0.8710 -1.5450 -2.6436
C 1.6676 -1.8044 -1.3624
O 2.4436 -2.9277 -1.7652
C 2.5091 -0.6806 -0.7069
O 1.5808 0.1908 -0.0973
C 3.3399 0.1085 -1.7098
C 3.3484 1.4953 -1.6594
C 4.1444 2.2286 -2.5284
C 4.9292 1.5842 -3.4707
C 4.9241 0.1955 -3.5276
C 4.1461 -0.5379 -2.6452
C 3.4183 -1.2862 0.3713
C 4.6441 -0.7098 0.6845
C 5.4318 -1.2216 1.7067
C 5.0071 -2.3256 2.4289
C 3.7866 -2.9094 2.1243
C 3.0016 -2.3919 1.1081
C -0.4160 -0.6937 -2.5196
O -1.0036 -0.8992 -1.2606
C -1.4423 -1.0878 -3.5859
C -1.0837 -1.2867 -4.9147
C -2.0453 -1.5715 -5.8693
C -3.3837 -1.6599 -5.5090
C -3.7447 -1.4697 -4.1848
C -2.7787 -1.1902 -3.2272
C -0.0776 0.7875 -2.8571
C -0.8269 1.8068 -2.2881
C -0.6739 3.1267 -2.6926
C 0.2377 3.4602 -3.6792
C 0.9839 2.4534 -4.2659
C 0.8260 1.1381 -3.8633
H 0.1389 -5.3386 -2.1356
H 0.3256 -4.2208 -0.7840
H 1.5998 -5.4160 -1.1229
H 1.6472 -4.9938 -4.2402
H 3.0897 -5.0755 -3.2078
H 2.8032 -3.6479 -4.2226
H 1.5388 -1.1145 -3.3910
H 0.9508 -2.1186 -0.5947
H 2.7099 1.9938 -0.9427
H 4.1338 3.3099 -2.4767
H 5.5429 2.1556 -4.1559
H 5.5393 -0.3198 -4.2552
H 4.1653 -1.6192 -2.6725
H 4.9925 0.1523 0.1305
H 6.3804 -0.7530 1.9355
H 5.6196 -2.7256 3.2268
H 3.4271 -3.7569 2.6930
H 2.0472 -2.8537 0.9049
H -0.0448 -1.2270 -5.2112
H -1.7485 -1.7277 -6.8992
H -4.1361 -1.8792 -6.2559
H -4.7837 -1.5414 -3.8893
H -3.0485 -1.0581 -2.1887
H -1.5643 1.5613 -1.5365
H -1.2791 3.8951 -2.2390
H 0.3571 4.4895 -3.9925
H 1.7020 2.6849 -5.0424
H 1.4222 0.3955 -4.3728
C -4.9190 0.4312 0.7896
Si -3.8306 1.9733 0.6107
C -4.6826 3.4373 1.4561
C -4.0213 2.4611 -1.2063
Ge -1.6869 1.3513 1.5646
Si -2.6142 0.4960 3.6395
C -1.3749 0.4617 5.0740
C -3.2799 -1.2593 3.3965
C -4.0519 1.5004 4.3691
Si -0.6336 3.3511 2.3390
C -1.5981 4.2567 3.6890
C -0.3069 4.6134 0.9760
C 1.0667 2.9604 3.0640
H -5.7247 0.4259 0.0516
H -5.3708 0.3700 1.7800
H -4.3225 -0.4719 0.6494
H -5.6825 3.5510 1.0277
H -4.1339 4.3606 1.2605
H -4.7831 3.3298 2.5315
H -5.0878 2.6531 -1.3563
H -3.7242 1.6910 -1.9148
H -3.4879 3.3761 -1.4533
H -0.8376 -0.4825 5.1038
H -1.9144 0.5784 6.0174
H -0.6339 1.2575 5.0143
H -2.8372 -1.7171 2.5123
H -4.3635 -1.2509 3.2701
H -3.0389 -1.8867 4.2572
H -3.8221 2.5619 4.4363
H -4.2322 1.1376 5.3842
H -4.9769 1.3870 3.8051
H -2.5955 4.5382 3.3525
H -1.0641 5.1665 3.9768
H -1.7101 3.6374 4.5794
H -1.2368 5.0299 0.5826
H 0.2352 4.1598 0.1485
H 0.2967 5.4378 1.3651
H 1.0057 2.2956 3.9249
H 1.5584 3.8837 3.3829
H 1.7024 2.4749 2.3206
C -0.2889 -1.1688 1.4993
C 0.2708 -1.7269 2.7202
C 1.1872 -0.9938 3.4848
C 1.7693 -1.5343 4.6166
C 1.4566 -2.8292 5.0159
C 0.5533 -3.5736 4.2683
C -0.0375 -3.0276 3.1386
H 1.4423 0.0082 3.1583
H 2.4787 -0.9468 5.1867
H 1.9142 -3.2545 5.9005
H 0.3010 -4.5830 4.5708
H -0.7493 -3.6050 2.5617



# 2
11
Properties=species:S:1:pos:R:3 method="wB97M-V/def2-TZVPD" e_tot_ha=-426.67910 orbital_gap_ev=5.840
C -0.4179 0.4259 -0.0010
C 2.0131 -0.5119 -0.0942
H -1.4261 -1.4030 0.0310
H -3.4635 -0.5239 0.2916
H 3.1612 -0.9080 0.0089
N -2.2894 -0.4651 -0.1546
N -1.7075 0.8283 -0.0420
N -0.3024 -0.8972 0.0247
N 0.8802 -1.4221 0.1595
N 1.7160 0.8204 -0.2269
O 0.5099 1.4126 0.2393



# 3
98
Properties=species:S:1:pos:R:3 method="wB97M-V/def2-TZVPD" multiplicity=4 e_tot_ha=-3308.24372 orbital_gap_ev="5.752 / 5.171" total_charge=+1
C -1.2203 2.7167 -0.5805
C -2.5930 1.7310 1.0957
C -1.9804 3.8798 -0.5194
C -3.5177 2.7915 0.9543
C -3.1864 3.8927 0.1895
H -1.6675 4.7278 -1.1307
H -4.4502 2.7241 1.5114
H -3.8351 4.7699 0.1609
N -1.5074 1.6565 0.2118
P 0.5765 1.0563 -2.1502
P -1.4074 -0.3920 2.4141
C -0.0144 2.7133 -1.5212
H -0.2527 3.3293 -2.4084
H 0.8288 3.2247 -1.0177
C 0.8157 -1.4524 -0.5297
O 1.5431 -2.3249 -0.8504
C -2.7205 0.7982 2.1596
H -3.6921 0.7675 2.6721
C -1.8053 -2.3597 2.4768
C -1.1458 0.3405 4.2045
C -0.4433 0.8881 -3.7683
C 2.4121 1.4446 -2.6055
C -1.0666 -3.1385 1.3842
H 0.0229 -3.0614 1.4701
H -1.3202 -4.2037 1.5010
H -1.3627 -2.8538 0.3714
C -1.3074 -2.9276 3.8077
H -0.2191 -2.8134 3.9033
H -1.7939 -2.4826 4.6812
H -1.5172 -4.0076 3.8292
C -3.3014 -2.5514 2.2761
H -3.5257 -3.6274 2.3336
H -3.9074 -2.0474 3.0351
H -3.6185 -2.1971 1.2875
C 0.1152 -0.2528 4.8490
H 0.9132 -0.4489 4.1179
H 0.5086 0.4739 5.5732
H -0.1003 -1.1675 5.4094
C -0.9668 1.8671 4.1208
H -0.1156 2.1681 3.4923
H -1.8660 2.3707 3.7483
H -0.7737 2.2347 5.1387
C -2.4423 0.0018 4.9901
H -3.2617 -0.3992 4.3735
H -2.2426 -0.7228 5.7885
H -2.8334 0.9131 5.4649
C 3.0158 0.1634 -3.2080
H 4.1086 0.2895 -3.2710
H 2.8150 -0.7219 -2.5849
H 2.6531 -0.0288 -4.2273
C 3.2104 1.8220 -1.3476
H 2.8181 2.7171 -0.8427
H 3.2777 0.9948 -0.6341
H 4.2430 2.0642 -1.6513
C 2.5926 2.6283 -3.5764
H 3.6531 2.9276 -3.5553
H 2.3784 2.3696 -4.6177
H 1.9996 3.5065 -3.2837
C -1.9358 1.1593 -3.5011
H -2.4622 1.1351 -4.4687
H -2.4007 0.4114 -2.8566
H -2.0981 2.1571 -3.0727
C -0.2179 -0.5598 -4.2278
H -0.4113 -1.2821 -3.4272
H -0.9044 -0.7784 -5.0587
H 0.8080 -0.7105 -4.5849
C -0.0495 1.8627 -4.8911
H -0.0032 2.9074 -4.5530
H 0.8877 1.5837 -5.3838
H -0.8263 1.8194 -5.6711
V -0.4036 -0.1345 -0.1679
N -1.5367 -1.3241 -1.4259
C -2.3692 -2.0003 -1.9709
C -3.7860 -2.2772 -1.9956
C -4.3689 -3.3146 -2.7589
C -4.6164 -1.4348 -1.2226
C -5.7596 -3.3652 -2.8914
H -3.7129 -4.0593 -3.2297
C -6.0066 -1.5316 -1.3256
H -4.1684 -0.6913 -0.5527
C -6.5746 -2.4517 -2.2149
H -6.2194 -4.1345 -3.5187
H -6.6305 -0.8978 -0.6910
H -7.6592 -2.4958 -2.3210
N 1.4123 0.9070 1.2968
C 2.6704 0.4590 1.8747
C 3.1501 1.0498 3.0550
C 4.3622 0.6188 3.6094
C 5.0982 -0.3995 2.9914
C 4.6350 -0.9601 1.7994
C 3.4340 -0.5157 1.2310
H 0.8147 1.2573 2.0523
H 1.5835 1.7401 0.7280
H 2.5774 1.8536 3.5288
H 4.7324 1.0805 4.5258
H 6.0338 -0.7480 3.4364
H 5.2034 -1.7463 1.3020
H 3.1016 -0.9313 0.2805



# 4
43
Properties=species:S:1:pos:R:3 method="wB97M-V/def2-TZVPD" e_tot_ha=-1036.19565 orbital_gap_ev=8.968 smiles="CCOCCCCCC1=CC(=O)OC1=O.O=C1CCCO1"
C 0.4101 0.1241 1.0247
C 0.7177 -0.7278 -0.2149
O 1.2090 0.0542 -1.2986
C 0.3889 0.0949 -2.4459
C -1.0151 0.6481 -2.2490
C -1.0486 2.0580 -1.6228
C -2.0162 2.1891 -0.4337
C -3.4491 2.6268 -0.8499
C -4.3442 1.4394 -0.9671
C -4.9989 0.7612 -0.0184
C -5.6893 -0.3792 -0.6523
O -6.5501 -1.0926 -0.2584
O -5.2053 -0.4699 -1.9728
C -4.6415 0.7454 -2.2650
O -4.5053 1.1798 -3.3667
H 0.5327 1.1749 0.7598
H 1.1244 -0.1175 1.8111
H -0.5910 -0.0456 1.4205
H -0.1336 -1.3393 -0.5231
H 1.5153 -1.4294 0.0477
H 0.3300 -0.8951 -2.9190
H 0.9125 0.7419 -3.1555
H -1.4759 0.6750 -3.2394
H -1.6212 -0.0382 -1.6487
H -1.3956 2.7506 -2.3940
H -0.0492 2.3838 -1.3360
H -2.0966 1.2166 0.0568
H -1.6147 2.8690 0.3176
H -3.4077 3.1414 -1.8087
H -3.8714 3.2846 -0.0888
H -5.0238 0.9763 1.0394
O 2.3764 -1.2962 3.0869
C 3.4576 -1.7338 2.8193
O 3.6849 -3.0572 2.6650
C 5.0849 -3.3020 2.4419
C 5.6405 -1.9853 1.9120
C 4.7492 -0.9652 2.6189
H 5.5371 -3.5913 3.3928
H 5.1827 -4.1262 1.7402
H 6.7039 -1.8628 2.1054
H 5.4836 -1.9258 0.8344
H 5.1350 -0.6866 3.6007
H 4.5680 -0.0682 2.0335



# 5
13
Properties=species:S:1:pos:R:3 method="wB97M-V/def2-TZVPD" e_tot_ha=-642.55049 orbital_gap_ev=9.789
C 2.0405 -0.5770 1.3332
C -0.3638 -0.4355 0.8834
H 3.1942 -1.2080 0.6530
H 1.3314 -1.7061 2.0113
H 2.4193 0.5337 2.1144
H 0.8768 -1.7084 -0.7275
H 0.8543 -0.1283 -1.4487
H -0.5974 -1.4139 1.7103
H 0.0905 1.0342 -1.0737
N 0.9879 -0.0463 0.4234
N 1.2531 -0.7708 -0.6971
N -1.4300 -0.1044 0.3569
S -1.4942 1.0701 -1.0701



# 6
18
Properties=species:S:1:pos:R:3 method="wB97M-V/def2-TZVPD" e_tot_ha=-881.71216 orbital_gap_ev=8.885
C -1.1464 1.6053 -0.9504
C -1.8450 1.8012 0.2078
C 0.1361 -0.4623 -0.8030
C 0.9943 -0.1406 0.4924
C 1.7351 -1.4574 0.9608
O -0.3828 0.5985 -1.5838
O -1.9545 0.7241 1.1114
O -0.8383 -1.4231 -0.4749
Cl 2.2413 0.9478 0.0176
H -1.3661 2.4792 -1.5598
H 0.3353 0.2618 1.4263
H -2.4179 2.7061 0.2924
H 0.8799 -0.5611 -1.6139
H 1.3729 -2.2581 1.5883
H 2.7051 -1.0842 1.4613
H 2.2554 -1.8852 0.1218
H -1.3877 -0.0274 0.6125
H -1.3168 -1.8245 -1.3068